1.
Density functional theory data (the ωB97M-V functional and the def2-TZVPD basis) for a 13-piece molecular cluster, C34H91BN7O20 overall in a non-equilibrium geometry.

Geometry as XYZ:
```
153
Properties=species:S:1:pos:R:3:forces:R:3
O -10.579 -2.192 3.820 -1.8 0.3 -1.7
C -11.351 -1.849 2.933 0.2 -0.8 1.2
O -12.445 -2.502 2.461 1.3 0.0 0.5
B -13.017 -1.778 1.316 0.0 0.8 0.7
O -12.282 -0.511 1.329 0.7 0.7 -0.1
C -11.270 -0.516 2.187 0.9 1.8 -0.7
O -10.430 0.375 2.330 -1.8 -2.2 -0.1
O -14.482 -1.497 1.445 0.4 -0.5 0.1
C -15.094 -2.019 0.413 -1.1 0.0 -1.2
O -16.289 -2.022 0.162 1.3 0.1 0.5
C -14.008 -2.583 -0.562 -2.8 -0.8 -1.7
O -12.876 -2.455 0.016 1.8 0.0 0.5
O -14.280 -3.052 -1.660 0.9 0.9 1.7
C -16.605 2.996 -2.140 0.5 0.0 0.6
C -16.665 1.582 -2.765 -1.1 1.7 0.8
C -15.452 0.739 -2.348 0.0 0.6 0.4
O -14.278 1.455 -2.720 0.7 -0.9 -0.2
C -13.059 0.770 -2.325 -0.5 0.8 -0.4
N -18.023 1.042 -2.413 1.0 -0.4 -0.3
H -16.630 2.986 -1.051 -0.1 -0.4 0.2
H -17.503 3.536 -2.443 0.2 0.2 -0.2
H -15.695 3.552 -2.363 -0.1 0.0 -0.5
H -16.694 1.838 -3.823 0.3 -0.9 -0.3
H -15.437 -0.288 -2.714 -0.2 -0.1 -0.4
H -15.428 0.685 -1.259 -0.4 -0.2 0.4
H -12.902 0.832 -1.248 -0.1 -0.1 0.2
H -12.235 1.291 -2.813 -0.1 0.1 0.0
H -13.009 -0.268 -2.656 -0.4 -0.2 0.0
H -18.726 1.752 -2.566 0.1 0.3 -0.5
H -18.128 0.872 -1.423 0.7 -0.1 0.3
C -7.938 -3.963 1.580 0.7 1.0 0.0
C -7.345 -3.599 2.925 -0.1 0.2 0.8
C -7.097 -2.064 3.232 -0.1 -1.4 -2.2
O -6.134 -1.538 2.287 0.8 0.0 1.0
C -4.802 -1.897 2.676 0.2 0.1 0.6
N -8.262 -4.158 3.884 -0.7 0.3 1.7
H -8.073 -5.044 1.597 0.0 0.1 -0.4
H -7.227 -3.602 0.837 -0.3 -0.3 -0.5
H -8.898 -3.465 1.447 -0.1 0.0 -0.1
H -6.454 -4.221 3.015 0.5 0.4 0.1
H -6.854 -1.818 4.266 0.4 -0.3 0.1
H -8.069 -1.619 3.020 0.1 0.5 -0.1
H -4.465 -1.490 3.629 -0.7 0.4 0.6
H -4.007 -1.492 2.049 -0.6 -0.1 -0.9
H -4.651 -2.967 2.821 -0.2 -0.2 -0.5
H -9.159 -3.696 3.837 -0.7 -0.1 -1.0
H -8.063 -3.740 4.781 0.9 -0.5 0.8
C -11.863 -0.208 9.717 1.8 -0.1 -0.2
C -11.700 1.125 8.966 0.0 -0.7 1.7
C -11.082 1.038 7.609 0.6 0.5 -1.1
O -9.860 0.355 7.633 0.8 -1.3 -1.1
C -9.305 0.043 6.304 0.3 -0.4 1.8
N -13.057 1.597 8.952 -1.4 1.0 -1.1
H -12.624 -0.831 9.247 -0.3 0.2 0.4
H -11.987 0.078 10.762 -0.9 -0.4 0.0
H -10.949 -0.800 9.756 0.3 0.0 -0.3
H -11.167 1.799 9.637 0.9 0.0 -0.3
H -10.775 1.986 7.167 -0.9 0.8 0.2
H -11.799 0.591 6.920 -0.2 -0.4 -0.2
H -9.984 -0.512 5.657 -0.3 0.3 0.0
H -8.478 -0.629 6.536 -0.1 -0.2 0.1
H -8.802 0.873 5.806 -0.6 0.5 0.0
H -13.300 2.002 9.845 0.0 -0.1 0.1
H -13.206 2.333 8.276 0.0 0.2 -0.2
C -20.078 -3.788 2.829 -0.1 0.5 -0.4
C -18.970 -4.592 2.246 1.5 -0.7 0.1
C -17.864 -4.942 3.306 -1.0 -0.4 -1.6
O -16.759 -5.624 2.633 -0.6 1.1 1.1
C -15.594 -4.835 2.719 0.8 0.6 0.0
N -19.616 -5.736 1.664 -0.3 -1.7 -0.6
H -20.621 -4.390 3.557 0.3 0.3 0.5
H -20.811 -3.639 2.036 0.0 0.4 -0.1
H -19.667 -2.831 3.149 -0.5 0.1 0.5
H -18.451 -4.096 1.426 0.3 0.8 0.2
H -18.301 -5.554 4.095 0.1 -0.4 -0.1
H -17.599 -3.999 3.784 0.6 0.0 -0.1
H -15.165 -4.717 3.714 -0.2 -0.6 0.5
H -15.734 -3.788 2.448 -0.5 0.1 -0.5
H -14.789 -5.217 2.091 -0.3 -0.4 -0.2
H -20.159 -5.437 0.867 -0.5 0.4 0.1
H -18.987 -6.363 1.183 0.7 -0.2 0.5
C -13.106 -6.062 -1.391 0.8 0.3 0.6
C -11.736 -5.404 -1.007 -0.3 -1.5 -0.8
C -11.566 -5.261 0.492 -1.3 1.0 1.0
O -11.411 -6.454 1.194 1.1 -1.9 -0.5
C -11.349 -6.297 2.593 -0.7 1.3 -0.3
N -10.686 -6.220 -1.632 0.0 -0.4 -0.2
H -13.247 -6.150 -2.468 0.0 0.5 0.0
H -13.867 -5.456 -0.897 -0.3 -0.2 -0.4
H -13.177 -7.084 -1.019 0.1 0.0 0.4
H -11.694 -4.430 -1.495 0.0 0.2 0.4
H -12.457 -4.834 0.953 -0.6 0.5 -0.4
H -10.828 -4.499 0.741 0.8 -0.2 0.0
H -12.323 -5.952 2.939 -0.4 0.1 0.2
H -10.675 -5.466 2.805 0.5 -0.2 0.4
H -11.130 -7.200 3.162 0.4 -0.1 -0.6
H -10.875 -7.186 -1.406 -0.1 -0.2 0.0
H -9.756 -6.082 -1.264 0.1 0.5 0.2
C -18.266 -1.389 -4.995 1.5 -0.1 -0.9
C -19.063 -2.133 -3.953 1.1 0.2 -0.2
C -18.136 -2.975 -3.036 0.1 -0.8 -0.9
O -17.720 -4.276 -3.741 -0.8 2.1 1.8
C -16.875 -5.032 -2.891 1.0 0.0 0.6
N -19.765 -1.088 -3.191 -1.1 -1.1 0.1
H -17.600 -0.657 -4.538 0.0 0.0 0.2
H -18.849 -0.828 -5.726 -0.5 -0.1 0.1
H -17.620 -2.050 -5.572 0.1 -0.2 -0.1
H -19.659 -2.828 -4.543 -0.8 0.0 0.6
H -18.576 -3.152 -2.054 -0.6 -0.7 -0.2
H -17.295 -2.356 -2.723 0.7 -0.2 -0.6
H -17.043 -4.941 -1.818 -0.7 0.5 0.2
H -15.829 -4.736 -2.972 0.1 0.2 -0.4
H -16.898 -6.113 -3.025 -0.5 0.0 -0.8
H -19.118 -0.325 -3.050 0.7 0.0 0.4
H -20.412 -0.656 -3.835 -0.6 -0.2 -0.1
C -16.189 0.335 3.785 -1.1 -0.7 1.2
C -17.383 1.348 4.033 1.6 -0.7 -1.7
C -17.120 2.340 5.205 -0.6 0.3 -1.8
O -16.951 1.715 6.442 0.1 0.7 0.5
C -16.950 2.706 7.499 0.5 -1.5 -0.7
N -17.638 2.025 2.711 -0.2 1.2 1.5
H -16.480 -0.421 3.056 0.0 0.5 -0.6
H -16.044 -0.341 4.628 0.1 0.3 0.7
H -15.203 0.740 3.559 -0.3 0.4 -0.2
H -18.275 0.752 4.225 0.0 0.1 0.3
H -17.925 3.073 5.252 -0.7 -0.2 0.0
H -16.308 3.006 4.913 0.9 -0.2 0.1
H -17.786 3.392 7.363 -0.2 -0.1 0.3
H -16.018 3.272 7.508 0.1 0.1 -0.2
H -16.968 2.098 8.403 -0.4 0.4 0.1
H -17.879 1.413 1.944 -0.1 -0.6 0.7
H -16.799 2.449 2.343 0.4 0.2 0.4
O -8.540 2.020 0.908 0.2 0.4 -0.3
H -9.026 1.259 1.225 -0.4 -0.2 0.2
H -7.640 1.868 1.198 0.2 0.0 0.0
O -17.744 0.338 0.522 -0.4 0.5 -0.4
H -18.666 0.096 0.438 -0.4 -0.2 0.0
H -17.265 -0.459 0.292 0.5 -0.8 0.1
O -12.903 -3.667 -4.050 0.4 -0.2 -0.5
H -13.583 -3.130 -4.458 -0.2 0.1 0.0
H -12.940 -3.436 -3.122 -0.3 0.0 0.4
C -13.307 -2.464 5.713 0.1 -0.8 0.1
O -14.364 -2.561 6.673 0.4 0.4 -0.1
H -12.879 -1.470 5.579 -0.4 0.2 0.0
H -12.465 -3.080 6.029 0.0 -0.1 0.2
H -13.650 -2.890 4.770 0.0 0.3 -0.2
H -14.689 -1.670 6.827 -0.1 0.0 0.1
C -10.506 3.844 2.951 -0.4 0.7 -1.6
O -10.858 4.654 4.021 -0.2 0.1 2.7
H -9.858 2.997 3.176 0.1 0.5 0.5
H -11.399 3.416 2.495 0.0 -0.1 -0.3
H -10.041 4.574 2.289 0.4 -0.9 -0.9
H -11.496 5.332 3.786 0.1 -0.3 -0.3
```
Forces are in eV/Å.

Summary:
M	928.94	g/mol
multiplicity	1
charge	-1
HOMO-LUMO gap	8.57	eV

---

2.
Density functional theory data (the ωB97M-V functional and the def2-TZVPD basis) for C10H7F2N2 as an isolated structure in a non-equilibrium geometry.

Geometry as XYZ:
```
21
Properties=species:S:1:pos:R:3:forces:R:3
C -2.905 0.201 1.703 0.5 0.1 0.4
C -2.752 -0.085 0.332 0.9 -0.1 -0.3
C -1.665 0.369 2.238 -0.5 0.1 0.5
C -1.404 -0.089 0.024 -0.8 -0.1 0.0
C -0.758 -0.293 -1.212 1.0 0.0 -0.4
C 2.765 -0.184 -2.065 -0.3 -0.1 -0.3
C 1.488 -0.349 -2.496 0.3 0.0 0.0
C 2.820 0.059 -0.617 -0.1 0.1 0.5
C 0.592 -0.218 -1.358 -1.0 -0.1 0.0
C 1.530 0.039 -0.335 -1.3 0.3 2.3
N -0.730 0.205 1.228 -1.0 0.1 0.3
N 0.574 0.228 1.393 3.4 -0.7 -2.1
F 1.032 -0.798 2.247 -0.6 0.7 -0.4
F 1.018 1.350 2.051 -0.6 -0.3 -0.1
H -3.833 0.275 2.234 -0.1 0.0 0.2
H -3.545 -0.270 -0.367 -0.1 0.0 -0.2
H -1.355 0.594 3.241 0.1 0.0 0.1
H -1.385 -0.511 -2.065 -0.1 0.0 -0.1
H 3.662 -0.208 -2.656 0.1 0.0 -0.1
H 1.155 -0.530 -3.499 0.0 0.0 -0.2
H 3.695 0.214 -0.022 0.2 0.0 0.2
```
Forces are in eV/Å.

Summary:
M	193.18	g/mol
multiplicity	1
charge	+1
HOMO-LUMO gap (alpha / beta)	7.24 / 7.24	eV

---

What did the second record say?
Density functional theory data (the ωB97M-V functional and the def2-TZVPD basis) for C10H7F2N2 as an isolated structure in a non-equilibrium geometry.

Geometry as XYZ:
```
21
Properties=species:S:1:pos:R:3:forces:R:3
C -2.905 0.201 1.703 0.5 0.1 0.4
C -2.752 -0.085 0.332 0.9 -0.1 -0.3
C -1.665 0.369 2.238 -0.5 0.1 0.5
C -1.404 -0.089 0.024 -0.8 -0.1 0.0
C -0.758 -0.293 -1.212 1.0 0.0 -0.4
C 2.765 -0.184 -2.065 -0.3 -0.1 -0.3
C 1.488 -0.349 -2.496 0.3 0.0 0.0
C 2.820 0.059 -0.617 -0.1 0.1 0.5
C 0.592 -0.218 -1.358 -1.0 -0.1 0.0
C 1.530 0.039 -0.335 -1.3 0.3 2.3
N -0.730 0.205 1.228 -1.0 0.1 0.3
N 0.574 0.228 1.393 3.4 -0.7 -2.1
F 1.032 -0.798 2.247 -0.6 0.7 -0.4
F 1.018 1.350 2.051 -0.6 -0.3 -0.1
H -3.833 0.275 2.234 -0.1 0.0 0.2
H -3.545 -0.270 -0.367 -0.1 0.0 -0.2
H -1.355 0.594 3.241 0.1 0.0 0.1
H -1.385 -0.511 -2.065 -0.1 0.0 -0.1
H 3.662 -0.208 -2.656 0.1 0.0 -0.1
H 1.155 -0.530 -3.499 0.0 0.0 -0.2
H 3.695 0.214 -0.022 0.2 0.0 0.2
```
Forces are in eV/Å.

Summary:
M	193.18	g/mol
multiplicity	1
charge	+1
HOMO-LUMO gap (alpha / beta)	7.24 / 7.24	eV

---

- Among the records above, which one has the lowest M?
  C10H7F2N2